Entry from the Open Molecules 2025 dataset: C5H7NOS in the gas phase in a non-equilibrium geometry (ωB97M-V/def2-TZVPD).

The multiplicity is 1. The value obtained for the energy above the lowest of the compared OMol25 structures with the same formula, charge and spin is 5.9058 eV. Its structure (SMILES) is CN1S[C@H]2C[C@@H]2C1=O. As for the LUMO energy: 0.5791 eV.

Element x y z (Å)
C (-2.501, -0.439, 0.124)
C (1.249, -0.754, 0.198)
C (2.530, 0.218, 0.072)
C (1.089, 0.614, -0.313)
C (-0.353, 1.194, -0.142)
H (-2.441, -1.234, 1.066)
H (-2.810, -0.974, -0.753)
H (-3.197, 0.449, 0.175)
H (0.813, -0.672, 1.244)
H (3.466, -0.027, -0.673)
H (2.924, 0.384, 1.092)
H (1.131, 0.658, -1.534)
N (-1.047, -0.082, -0.158)
O (-0.763, 2.281, -0.107)
S (-0.088, -1.615, -0.290)